# 1
{"formula": "C4H10O3", "method": "the ωB97M-V functional and the def2-TZVPD basis", "elements": ["C", "O", "C", "C", "O", "C", "O", "H", "H", "H", "H", "H", "H", "H", "H", "H", "H"], "positions_angstrom": [[1.9951, 1.0425, -0.2763], [1.9420, -0.3138, 0.2202], [1.6371, -1.2056, -0.6921], [-1.0152, -0.8370, 0.2814], [-0.5239, -0.1970, 1.4431], [-2.1141, 0.0388, -0.2916], [-1.6431, 1.3647, -0.4074], [2.4204, 1.6469, 0.5255], [0.9749, 1.3625, -0.5087], [2.6168, 1.0682, -1.1715], [-0.2392, -0.9001, -0.5127], [1.5339, -2.1414, -0.0916], [-1.3638, -1.8557, 0.5037], [0.4391, -0.3079, 1.4672], [-3.0149, -0.0105, 0.3380], [-2.3734, -0.3102, -1.2952], [-1.2714, 1.5557, 0.4680]], "forces_ev_per_angstrom": [[0.0822, 0.2651, -0.0492], [0.0095, -0.2932, -0.3274], [0.2555, 0.0384, 0.3663], [-0.0946, -0.1011, -0.3129], [0.1948, -0.1363, 0.0718], [-0.2138, -0.2486, -0.0642], [0.0251, 0.1103, 0.2120], [-0.0339, -0.0418, -0.1230], [0.1803, -0.0411, 0.0204], [-0.0893, 0.0084, 0.1190], [-0.2824, -0.0201, 0.2456], [0.1384, 0.0695, -0.0767], [-0.0105, 0.1939, -0.0403], [-0.2062, 0.0075, 0.0749], [0.1197, 0.0475, -0.0556], [-0.0277, 0.0348, 0.1278], [-0.0470, 0.1065, -0.1885]], "total_energy_ha": -383.98259, "charge": 0, "e_above_lowest_kcal_mol": 104.81, "lumo_energy_ev": 0.459, "e_homo_ev": -9.06}

=====

# 2
{"formula": "C9H35BN7O7Pd", "method": "the ωB97M-V functional and the def2-TZVPD basis", "elements": ["N", "H", "H", "H", "H", "N", "H", "H", "H", "H", "Pd", "B", "H", "H", "H", "H", "C", "O", "O", "O", "C", "O", "C", "C", "N", "C", "C", "O", "C", "H", "H", "H", "H", "H", "H", "H", "H", "H", "H", "H", "H", "H", "H", "H", "C", "O", "N", "N", "H", "H", "H", "H", "C", "O", "N", "N", "H", "H", "H", "H"], "positions_angstrom": [[-1.9149, -2.7935, 1.3348], [-1.6457, -1.7972, 1.2129], [-2.0216, -3.0359, 2.3162], [-1.2039, -3.4267, 0.9712], [-2.7308, -2.9213, 0.7471], [-3.9207, -0.2683, -1.7628], [-4.6248, 0.4184, -2.0302], [-3.7423, -0.8316, -2.5911], [-4.1601, -0.8639, -0.9820], [-3.1190, 0.3199, -1.4763], [-0.9438, 3.3900, -0.2449], [0.3312, 4.1313, -1.9656], [1.1086, 4.4808, -2.7037], [-0.5242, 3.5893, -2.4824], [0.8725, 3.3743, -1.3270], [0.0161, 5.0195, -1.3171], [-1.2788, 0.7785, -0.0854], [-1.5962, -0.3709, 0.3357], [-0.2273, 1.3807, 0.2752], [-2.0723, 1.5250, -0.7309], [5.1714, 1.1565, 1.8125], [4.8208, 0.2043, 0.7994], [3.5759, 0.4762, 0.2509], [2.9713, -0.6507, -0.6269], [1.9573, -0.1036, -1.5026], [1.2708, -1.2761, -2.1237], [2.2388, -2.0493, -3.0091], [3.0631, -3.0425, -2.3452], [4.1961, -3.4118, -3.0620], [5.3282, 2.1934, 1.5018], [6.1371, 0.8616, 2.2186], [4.3901, 1.1817, 2.5742], [3.5847, 1.3707, -0.3818], [2.7449, 0.6540, 0.9475], [2.7129, -1.5111, 0.0076], [3.7989, -1.2012, -1.0808], [1.2118, 0.1191, -0.8448], [0.4691, -0.7411, -2.6434], [0.7110, -1.9799, -1.4947], [2.9403, -1.4085, -3.5519], [1.8115, -2.5680, -3.8745], [4.6572, -4.3422, -2.7366], [4.9783, -2.6468, -3.1097], [3.8623, -3.5558, -4.0977], [-5.0502, 1.4653, 1.6536], [-4.4462, 2.5060, 1.8731], [-4.4998, 0.2210, 1.5269], [-6.3923, 1.3984, 1.6146], [-5.0957, -0.4897, 1.1428], [-3.5153, 0.2218, 1.2907], [-6.7936, 0.5456, 1.2737], [-6.8223, 2.2983, 1.4594], [-0.1699, 0.2446, 3.8440], [0.0589, 0.4359, 5.0423], [0.4664, 0.9050, 2.8812], [-1.1957, -0.5522, 3.4643], [1.1360, 1.5284, 3.3048], [0.2779, 0.8762, 1.8711], [-1.7088, -1.1115, 4.1183], [-1.4552, -0.3202, 2.5188]], "forces_ev_per_angstrom": [[0.3937, -0.5300, -0.2040], [0.5947, 0.4426, -0.2586], [-0.4764, 0.1151, 0.1102], [0.3715, 0.2485, -0.1342], [-0.4027, -0.2852, 0.4353], [-0.2018, 0.1657, -0.8883], [-0.5045, -0.1829, 0.3855], [0.3415, -0.0569, -0.0207], [-0.3843, 0.1778, 0.1574], [1.0187, 0.5811, 0.3470], [1.0406, -1.0729, -1.5000], [-1.0240, 0.3823, -0.3191], [1.3916, 0.2869, -1.2743], [-1.9344, -0.6024, -1.2402], [1.6245, -1.9273, 2.0705], [-1.0107, 1.9222, 1.6630], [0.1922, 0.5467, 1.7229], [-0.4532, -0.9466, -0.5450], [1.3956, 0.2690, 0.5680], [-2.1471, 0.4096, -1.5850], [0.1468, -0.3233, 0.0037], [0.0837, 0.4238, 0.5719], [-1.8106, 0.0455, -1.3190], [2.9966, -0.3216, 1.4748], [-0.9743, -2.5174, 1.1026], [0.4417, 0.7179, -1.1610], [1.3014, -0.8306, -1.4848], [-1.2836, 0.4395, 1.5800], [-0.0308, 0.2376, -1.6865], [-0.3021, -0.0583, -0.7485], [-0.2014, -0.3218, 0.1771], [0.1076, -0.1617, 0.2352], [0.2979, 0.1347, -0.0634], [0.5171, 0.2603, 0.8818], [-1.1006, 0.3096, 0.3809], [0.0446, 0.8039, -1.1184], [0.2265, 1.1888, 0.0515], [0.1060, -0.6331, -0.9597], [0.5190, -0.0180, 0.7432], [-0.0940, 0.7907, 0.5041], [-0.8538, -0.1398, 0.2618], [-0.4038, 0.0301, 0.4759], [-0.0813, 0.2284, 0.3087], [0.3661, -0.2631, -0.2226], [0.2332, 1.3218, 0.8178], [0.1593, -0.9923, -0.5254], [1.3698, -0.4632, -0.2873], [-0.8000, 0.5862, -0.2658], [0.1623, -0.2189, 0.0885], [-0.0236, -0.2428, 0.0167], [-0.6462, 0.2942, -0.0059], [-0.4432, -0.3252, 0.1089], [-0.2327, 0.7337, 3.3769], [0.3060, -0.4994, -0.8378], [0.7820, 0.3851, -0.6432], [-0.0876, -0.7783, -1.8229], [0.1168, 0.1501, -0.5707], [0.2863, 0.1216, 0.7819], [-0.1662, 0.4954, 0.1427], [-0.8607, -0.5332, 0.1461]], "total_energy_ha": -1426.19395, "charge": 1, "lumo_energy_ev": [-4.454, -5.278], "e_homo_ev": [-11.31, -11.31], "spin_multiplicity": 3}

=====

# 3
{"formula": "C26H83B2F3HgN2O12S", "method": "the ωB97M-V functional and the def2-TZVPD basis", "elements": ["Hg", "N", "H", "H", "H", "H", "N", "H", "H", "H", "H", "B", "H", "H", "H", "H", "B", "H", "H", "H", "H", "C", "F", "F", "F", "S", "O", "O", "O", "C", "O", "H", "H", "H", "C", "C", "C", "O", "H", "H", "H", "H", "H", "H", "H", "H", "C", "C", "C", "O", "H", "H", "H", "H", "H", "H", "H", "H", "C", "C", "C", "O", "H", "H", "H", "H", "H", "H", "H", "H", "C", "C", "C", "O", "H", "H", "H", "H", "H", "H", "H", "H", "C", "C", "C", "O", "H", "H", "H", "H", "H", "H", "H", "H", "C", "C", "C", "O", "H", "H", "H", "H", "H", "H", "H", "H", "C", "C", "C", "O", "H", "H", "H", "H", "H", "H", "H", "H", "C", "C", "C", "O", "H", "H", "H", "H", "H", "H", "H", "H"], "positions_angstrom": [[1.6774, 2.9050, -2.2634], [-0.2758, -0.7611, 0.1258], [-0.5626, -0.1639, 0.8881], [-0.8073, -1.6071, 0.2737], [0.7210, -0.8790, 0.2387], [-0.4115, -0.2916, -0.7581], [-2.2152, 2.8700, -0.4197], [-2.1800, 3.8545, -0.1967], [-1.3507, 2.5302, -0.8164], [-2.8984, 2.6017, -1.1135], [-2.2149, 2.2429, 0.3721], [0.0010, 1.5058, -1.6026], [0.2568, 2.0534, -0.7087], [0.8287, 0.8919, -1.9222], [-0.8825, 0.9182, -1.4065], [-0.2016, 2.2514, -2.3557], [0.5046, 4.7905, -1.0044], [0.0714, 4.3296, -1.8786], [1.0878, 4.0058, -0.5479], [1.1637, 5.5916, -1.3011], [-0.2805, 5.1155, -0.3393], [4.9196, 0.6013, 0.6549], [4.4989, 0.9455, 1.8825], [5.6499, 1.6277, 0.2052], [5.6357, -0.5073, 0.7040], [3.3186, 0.3751, -0.5262], [2.3346, -0.4462, 0.2077], [2.9757, 1.7465, -0.9477], [3.8062, -0.3528, -1.6911], [-3.1226, 1.2437, 2.3997], [-1.9927, 0.8994, 1.6659], [-2.9415, 1.6434, 3.3974], [-3.6444, 2.0627, 1.9047], [-3.8052, 0.4163, 2.5938], [1.8990, 5.5675, 2.7892], [3.1222, 5.3834, 1.8784], [3.4028, 3.9575, 1.7138], [2.6411, 5.9120, 0.6653], [2.0250, 5.0489, 3.7396], [0.8738, 5.3889, 2.4649], [1.8244, 6.6021, 3.1244], [3.9814, 5.8913, 2.3164], [3.5180, 3.3757, 2.6283], [4.3533, 3.7017, 1.2456], [2.6212, 3.3510, 1.2562], [1.8039, 5.5032, 0.4337], [5.5292, -4.2552, -0.8535], [4.5605, -3.9615, -1.9970], [3.1574, -3.6224, -1.4245], [5.2014, -2.8798, -2.6154], [5.3059, -3.5783, -0.0289], [6.5602, -4.0497, -1.1412], [5.4085, -5.2281, -0.3769], [4.5369, -4.8237, -2.6634], [2.8083, -4.4260, -0.7760], [2.4152, -3.6596, -2.2219], [3.2767, -2.6689, -0.9100], [4.6383, -2.1265, -2.4231], [-3.1744, 1.0075, -4.6644], [-2.8513, 2.2705, -3.8763], [-3.0176, 3.4644, -4.9060], [-3.7185, 2.3942, -2.8155], [-4.1665, 1.1441, -5.0948], [-3.2673, 0.1851, -3.9551], [-2.3594, 0.8129, -5.3616], [-1.8245, 2.3108, -3.5128], [-2.7019, 4.4575, -4.5864], [-3.9939, 3.5590, -5.3813], [-2.4841, 3.1855, -5.8148], [-4.4937, 2.8649, -3.1305], [3.2540, 0.0406, -5.7367], [2.0210, 0.4545, -4.9037], [1.4139, -0.8517, -4.4277], [2.3614, 1.1059, -3.7077], [3.4952, 0.8344, -6.4437], [3.2516, -0.8635, -6.3454], [4.1420, -0.0372, -5.1094], [1.2968, 1.0190, -5.4909], [0.5958, -0.9345, -3.7122], [2.2279, -1.4342, -3.9962], [1.0678, -1.2709, -5.3725], [2.9905, 0.4811, -3.3397], [-2.8581, -4.9606, -2.0277], [-1.9063, -4.0793, -1.1240], [-0.4704, -4.4725, -1.0532], [-1.8158, -2.8684, -1.9023], [-3.6915, -4.2847, -2.2195], [-3.3278, -5.8284, -1.5646], [-2.4832, -5.3881, -2.9576], [-2.4664, -3.8674, -0.2132], [0.0425, -3.6351, -0.5803], [0.0022, -4.5878, -2.0286], [-0.3385, -5.4314, -0.5519], [-1.3641, -2.9776, -2.7423], [0.7434, -2.6739, 2.7649], [-0.7746, -2.5883, 3.1327], [-1.0251, -1.8726, 4.4939], [-1.6297, -1.9844, 2.1721], [0.6120, -3.3980, 1.9609], [1.3552, -2.9937, 3.6085], [1.1602, -1.6963, 2.5227], [-1.1319, -3.5765, 3.4222], [-0.1879, -1.1980, 4.6732], [-0.8568, -2.6478, 5.2415], [-1.9505, -1.3160, 4.6417], [-1.8371, -1.0582, 2.3165], [-0.3491, 1.5875, 5.8842], [0.4952, 2.1216, 4.6910], [1.9710, 2.2407, 4.9906], [0.2976, 1.2942, 3.4729], [0.1127, 0.6698, 6.2485], [-1.3653, 1.4665, 5.5088], [-0.3711, 2.3183, 6.6926], [0.1672, 3.1321, 4.4476], [2.1334, 2.4731, 6.0431], [2.5028, 3.0716, 4.5272], [2.5201, 1.3082, 4.8603], [-0.6327, 1.2840, 3.2363], [-5.0647, -3.1048, 1.0054], [-5.5553, -2.8593, 2.4257], [-6.5192, -3.9285, 3.0075], [-4.3987, -2.8147, 3.2489], [-4.2578, -2.4360, 0.7057], [-5.9647, -3.0555, 0.3927], [-4.8187, -4.1664, 0.9818], [-5.9303, -1.8385, 2.4992], [-6.8063, -3.4910, 3.9636], [-6.0875, -4.9076, 3.2150], [-7.4341, -3.9714, 2.4165], [-3.6376, -2.6230, 2.6960]], "forces_ev_per_angstrom": [[0.1215, 1.3914, -0.0532], [0.0927, -0.6042, 0.5565], [-0.7402, 1.0323, 0.4831], [-0.1926, -0.3692, -0.2279], [0.6306, -0.3826, -0.0230], [-0.3810, -0.1471, -0.1925], [0.0388, 0.0789, -0.3950], [0.0556, 0.1112, -0.0135], [0.9392, 0.6227, -0.3900], [-0.8984, 0.2439, -0.3098], [-0.4300, -1.1011, 1.9777], [-0.0042, -1.1438, 0.2221], [0.7485, 1.3255, 3.5458], [2.4210, -2.7556, -0.7943], [-3.2566, -1.6151, -0.1895], [-1.6729, 2.4933, -3.3476], [1.0822, 0.4981, -1.1107], [-2.4163, -1.2158, -3.9951], [2.5290, -2.8867, 2.7677], [2.0830, 3.0380, -1.0592], [-2.9276, 0.7857, 2.4458], [-1.6050, 0.9129, -0.2150], [0.0914, -0.5685, -0.4588], [-0.1114, -0.7144, -0.2262], [-0.2683, 0.2882, -0.1274], [0.4233, -1.5088, -0.2271], [1.7789, 1.9377, -0.2165], [0.8737, -0.5706, 1.8078], [0.4662, 0.0411, -0.0161], [0.4812, 0.0588, -0.2345], [0.1998, -0.1067, -0.0139], [0.4886, 0.1923, 0.5381], [-0.7657, 0.1756, -0.1665], [-0.4334, -0.2822, -0.2847], [0.4265, 0.8469, 2.3944], [-3.3248, -0.1172, 0.3813], [1.1630, -3.0067, 0.4046], [1.8660, 1.3968, -1.0225], [-0.0362, -0.3557, 0.0860], [0.3623, -0.6908, -0.8506], [0.2527, 0.3643, -0.2217], [-0.0755, 0.4795, -0.5439], [-0.0074, 0.5365, 0.7012], [-0.0277, 0.4405, -0.6522], [-0.2573, 0.5138, -0.5220], [0.0580, -0.1357, 0.1212], [-0.4101, -0.3454, 1.0635], [0.5836, -0.7893, 1.6998], [0.8928, -0.8776, -0.9557], [-0.8485, 0.8300, -1.2003], [0.0259, 0.4146, 0.0041], [-0.1055, -0.3725, -0.1454], [0.1573, -0.3579, -0.3288], [-0.1748, 0.0630, -0.2974], [0.3276, 0.1245, 0.4559], [-0.0561, 0.7752, -0.1559], [-0.6343, -0.0863, 0.0406], [0.1851, 0.6241, -0.1155], [0.3685, -0.0521, 1.1050], [0.2198, 1.3144, -3.1346], [0.4534, -0.6952, -0.1713], [-0.9284, 0.4134, 1.6331], [0.1979, -0.1220, -0.5155], [0.1923, -0.2056, -0.0812], [-0.4050, -0.1735, -0.3154], [-0.1420, -0.2863, 0.0860], [0.1205, -0.1706, 0.2448], [-0.6823, -0.1660, 0.7574], [0.7285, 0.1399, 0.1514], [-0.2240, -0.0186, 0.1722], [0.6674, 1.4811, -0.4430], [-0.7698, -2.0567, -0.1294], [-0.4146, -0.9333, -1.1007], [0.8606, 1.7746, -0.5189], [0.0788, 0.1778, -0.0434], [-0.7774, -0.1414, 0.3481], [-0.0744, -0.0965, 0.3211], [0.1830, 0.3568, 0.2162], [-0.0939, 0.9669, 0.0002], [0.0346, -0.3561, -0.1989], [-0.0199, -0.8984, 0.1797], [0.6214, 0.0971, 1.2908], [-0.4123, -0.1703, 1.1884], [-0.6576, -0.6598, -3.9394], [0.3367, -0.9250, 1.0499], [-0.8941, 1.9516, 0.8721], [-0.0010, -0.0716, -0.3696], [0.2186, -0.0573, 0.6177], [0.5871, 0.6118, -0.0890], [0.5874, 0.2083, 0.1494], [0.3515, -0.3984, 0.3797], [-0.3957, 0.0272, -0.2717], [0.3195, 0.1312, 0.4000], [0.0361, -0.5871, 0.1153], [-2.1130, 0.2856, 0.0663], [-0.4595, 1.6379, 2.9114], [1.9337, -0.1256, 0.0696], [0.1610, -1.8792, -1.2337], [1.4485, 0.0439, -0.3539], [-0.2989, -0.6218, -0.0923], [-0.2093, -0.0082, -0.5725], [-0.1603, -0.4030, -1.2483], [-0.1435, 0.4812, -0.0813], [-0.5527, 0.1112, 0.3952], [-0.1450, -0.4423, -0.2388], [0.2781, 1.0407, 0.3170], [0.7965, 0.5123, -1.1011], [-0.6024, -0.4120, -0.8578], [0.6517, -0.1662, 0.8680], [1.1424, 0.7010, 1.7441], [-0.3795, -0.1587, 0.0061], [-0.0550, -0.3958, 0.2726], [0.0764, 0.0412, 0.0052], [-0.3630, 0.1143, -0.0269], [-0.3752, -0.0444, 0.3424], [-0.2605, -0.3024, -0.6500], [-0.0866, -0.0716, -0.4033], [-0.5179, 0.0616, -0.4708], [-1.6926, -0.9871, 0.4541], [1.2507, -0.1805, 0.0111], [0.0716, 1.7575, 0.0599], [0.2463, -0.4862, 0.9274], [-0.1724, -0.0647, -0.1268], [0.2520, 0.4382, -0.6241], [0.7005, -0.0031, -0.2453], [-0.9514, -0.1009, -0.1422], [-0.1453, -0.2862, 0.2223], [0.1998, 0.1387, -0.4359], [0.0603, -0.2909, -0.1227], [0.3587, 0.1257, 0.0015]], "total_energy_ha": -2953.27794, "charge": 0, "lumo_energy_ev": -1.862, "e_homo_ev": -8.12}

=====

# 4
{"formula": "C3H8FN", "method": "the ωB97M-V functional and the def2-TZVPD basis", "elements": ["C", "C", "C", "H", "H", "H", "H", "H", "H", "H", "H", "N", "F"], "positions_angstrom": [[-1.5825, 1.0040, 0.0669], [0.1819, -0.6850, -0.0453], [1.5568, -1.0170, -0.5191], [-2.4343, 1.6682, -0.7300], [-2.0310, -0.2312, -0.0849], [-2.0060, 1.4432, 1.2541], [0.4801, 1.3731, 0.4573], [0.6778, -0.1906, 1.1851], [-0.9166, -1.3393, 0.0146], [1.8232, -1.2222, -1.5941], [2.0933, -1.7157, 0.3799], [-0.1210, 0.8071, -0.3233], [2.2781, 0.1055, -0.0610]], "forces_ev_per_angstrom": [[-4.2352, -1.2668, -0.3871], [-0.9334, 3.0305, 5.2232], [2.4330, -1.8315, 2.9432], [3.2973, -1.7910, 2.1482], [0.5159, 4.1732, 0.7727], [1.9673, -1.5191, -3.4624], [-2.0305, -1.6215, -3.0609], [-2.0341, -3.5035, -2.3801], [4.0768, 1.4671, -0.4153], [-0.4447, 0.2034, 1.1776], [-1.9119, 0.2937, -3.3970], [-1.5112, 1.4796, 2.0342], [0.8108, 0.8858, -1.1962]], "total_energy_ha": -273.46530, "charge": 0, "e_above_lowest_kcal_mol": 157.16, "lumo_energy_ev": 0.818, "e_homo_ev": -8.64}